Version a
{
  "formula": "C3H9NOS",
  "method": "ωB97M-V/def2-TZVPD",
  "gap_ev": 9.93,
  "smiles": "N[C@H](CO)CS",
  "homo_energy_ev": -9.10,
  "lumo_energy_ev": 0.824,
  "elements": ["N", "C", "C", "O", "C", "S", "H", "H", "H", "H", "H", "H", "H", "H", "H"],
  "xyz": [[0.545, 0.845, 1.111], [0.426, -0.197, 0.119], [1.702, -0.311, -0.687], [2.756, -0.661, 0.204], [-0.756, 0.012, -0.826], [-2.339, 0.056, 0.121], [1.184, 1.582, 0.903], [-0.328, 1.326, 1.281], [0.391, -1.181, 0.599], [1.933, 0.609, -1.237], [1.663, -1.069, -1.483], [3.577, -0.422, -0.168], [-0.865, -0.822, -1.518], [-0.595, 0.910, -1.416], [-2.830, 1.210, -0.366]]
}

---

Version b
{
  "formula": "C3H9NOS",
  "method": "ωB97M-V/def2-TZVPD",
  "gap_ev": [8.29, 9.02],
  "homo_energy_ev": [-9.26, -9.95],
  "lumo_energy_ev": [-0.968, -0.921],
  "elements": ["C", "C", "C", "N", "O", "S", "H", "H", "H", "H", "H", "H", "H", "H", "H"],
  "xyz": [[0.881, 1.408, 0.146], [0.934, -0.950, -0.950], [0.472, -0.076, 0.102], [-1.966, -1.344, 0.362], [-1.819, 1.149, -0.420], [-1.291, 0.028, 0.413], [1.957, 1.557, -0.011], [0.211, 1.751, -0.662], [0.386, 1.709, 1.177], [-0.030, -1.437, -1.311], [1.719, -1.667, -0.721], [1.194, -0.484, -2.008], [1.353, -0.712, 2.168], [-2.915, -1.418, -0.017], [-1.087, 0.486, 1.730]]
}

---

Version c
{
  "formula": "C3H9NOS",
  "method": "ωB97M-V/def2-TZVPD",
  "gap_ev": 6.39,
  "homo_energy_ev": -9.93,
  "lumo_energy_ev": -3.538,
  "elements": ["C", "O", "C", "C", "S", "N", "H", "H", "H", "H", "H", "H", "H", "H", "H"],
  "xyz": [[-1.320, -0.792, 0.034], [-0.824, -2.003, 1.136], [-0.142, 0.161, -0.329], [1.169, -0.521, 0.064], [1.424, 2.950, -1.350], [-0.325, 1.473, 0.261], [-1.368, -1.610, -0.692], [-2.296, -0.334, 0.234], [-1.202, -1.183, 1.388], [-0.098, 0.159, -1.425], [2.121, -0.057, -0.231], [1.175, -1.518, -0.402], [1.338, -0.751, 1.115], [-0.184, 2.181, -0.504], [0.533, 1.845, 0.702]]
}

---

It turns out version a is the most stable, with the second structure 626.2 kJ/mol higher.

---

Version a
{
  "formula": "C3H9NOS",
  "method": "ωB97M-V/def2-TZVPD",
  "gap_ev": 9.31,
  "smiles": "CNSO.C=C",
  "homo_energy_ev": -8.51,
  "lumo_energy_ev": 0.804,
  "elements": ["C", "N", "S", "O", "H", "H", "H", "H", "H", "C", "C", "H", "H", "H", "H"],
  "xyz": [[1.369, 1.920, -0.110], [1.980, 0.775, 0.556], [2.363, -0.666, -0.341], [1.208, -1.735, 0.215], [0.384, 2.144, 0.450], [1.968, 2.773, -0.013], [1.339, 1.659, -1.082], [2.898, 0.901, 0.931], [0.894, -2.245, -0.508], [-2.280, -1.526, 0.269], [-2.419, -0.359, -0.341], [-1.754, -1.612, 1.128], [-2.951, -2.430, 0.079], [-1.971, 0.586, 0.063], [-3.026, -0.186, -1.294]]
}

---

Version b
{
  "formula": "C3H9NOS",
  "method": "ωB97M-V/def2-TZVPD",
  "gap_ev": 9.36,
  "smiles": "NC=O.CCS",
  "homo_energy_ev": -8.64,
  "lumo_energy_ev": 0.721,
  "elements": ["N", "C", "O", "H", "H", "H", "C", "C", "S", "H", "H", "H", "H", "H", "H"],
  "xyz": [[0.753, 2.033, 2.218], [1.005, 0.688, 2.247], [0.897, -0.056, 1.260], [0.534, 2.518, 3.112], [0.170, 2.396, 1.426], [1.218, 0.373, 3.253], [-1.075, -0.120, -1.005], [0.057, -0.912, -1.680], [-0.798, -2.437, -2.237], [-1.614, -0.688, -0.213], [-1.902, -0.011, -1.725], [-0.740, 0.861, -0.658], [0.288, -0.384, -2.579], [0.890, -1.076, -0.918], [0.316, -3.184, -2.500]]
}

---

It turns out version b is the most stable, with the second structure 256.7 kJ/mol higher.

---

Version a
{
  "formula": "C19H27N2O2PdSSi",
  "method": "ωB97M-V/def2-TZVPD",
  "gap_ev": 6.14,
  "total_charge": 3,
  "homo_energy_ev": -17.50,
  "lumo_energy_ev": -11.361,
  "elements": ["Pd", "C", "N", "C", "C", "C", "O", "H", "H", "H", "H", "H", "H", "H", "H", "H", "O", "H", "H", "S", "C", "N", "C", "C", "C", "C", "C", "C", "H", "H", "H", "H", "H", "C", "Si", "C", "C", "C", "C", "C", "C", "C", "H", "H", "H", "H", "H", "H", "H", "H", "H", "H", "H"],
  "xyz": [[0.350, 0.623, 0.488], [4.722, -0.227, 0.674], [4.399, 0.812, -0.315], [5.525, 1.510, -0.963], [3.165, 1.131, -0.586], [2.871, 2.176, -1.610], [2.228, 0.501, 0.052], [5.653, -0.701, 0.375], [3.933, -0.971, 0.705], [4.851, 0.222, 1.658], [6.446, 1.153, -0.514], [5.458, 2.584, -0.799], [5.548, 1.298, -2.030], [3.360, 1.924, -2.552], [3.266, 3.141, -1.288], [1.805, 2.264, -1.774], [-1.510, 0.510, 1.414], [-2.331, 0.187, 1.021], [-1.743, 1.172, 2.083], [-1.600, 3.195, -2.555], [-0.971, 1.807, -1.838], [-0.332, 2.013, -0.707], [-0.323, 3.356, -0.321], [0.267, 3.910, 0.817], [0.154, 5.271, 0.996], [-0.525, 6.077, 0.066], [-1.100, 5.538, -1.064], [-0.992, 4.158, -1.248], [-1.073, 0.832, -2.291], [0.801, 3.297, 1.535], [0.596, 5.731, 1.869], [-0.594, 7.142, 0.239], [-1.617, 6.162, -1.781], [-0.808, -3.455, 1.675], [-0.196, -3.126, -0.016], [-1.416, -3.079, -1.377], [1.557, -3.202, -0.375], [2.422, -3.773, 0.583], [3.735, -4.053, 0.251], [4.205, -3.738, -1.020], [3.374, -3.144, -1.970], [2.056, -2.882, -1.656], [-1.087, -4.518, 1.694], [-1.721, -2.905, 1.909], [-0.067, -3.298, 2.458], [-1.507, -4.135, -1.678], [-1.095, -2.539, -2.267], [-2.410, -2.758, -1.067], [2.061, -4.029, 1.571], [4.387, -4.527, 0.971], [5.230, -3.973, -1.281], [3.754, -2.924, -2.959], [1.404, -2.464, -2.414]]
}

---

Version b
{
  "formula": "C19H27N2O2PdSSi",
  "method": "ωB97M-V/def2-TZVPD",
  "gap_ev": 5.57,
  "total_charge": 3,
  "homo_energy_ev": -17.85,
  "lumo_energy_ev": -12.281,
  "elements": ["Pd", "C", "N", "C", "C", "C", "O", "H", "H", "H", "H", "H", "H", "H", "H", "H", "O", "H", "H", "S", "C", "N", "C", "C", "C", "C", "C", "C", "H", "H", "H", "H", "H", "C", "Si", "C", "C", "C", "C", "C", "C", "C", "H", "H", "H", "H", "H", "H", "H", "H", "H", "H", "H"],
  "xyz": [[-0.197, -1.197, 0.279], [-1.124, 2.933, 1.607], [-1.213, 2.806, 0.143], [-1.718, 3.969, -0.615], [-0.885, 1.704, -0.466], [-0.951, 1.610, -1.953], [-0.474, 0.717, 0.272], [-0.904, 3.970, 1.843], [-0.328, 2.302, 1.989], [-2.076, 2.657, 2.060], [-1.999, 4.738, 0.096], [-2.597, 3.696, -1.195], [-0.944, 4.363, -1.272], [-0.343, 2.398, -2.402], [-1.975, 1.757, -2.300], [-0.588, 0.648, -2.295], [-0.255, -3.268, 0.642], [0.432, -3.938, 0.525], [-1.110, -3.714, 0.740], [-0.134, -2.654, -3.897], [0.439, -2.013, -2.450], [-0.502, -1.668, -1.595], [-1.794, -1.935, -2.054], [-3.000, -1.701, -1.395], [-4.164, -2.050, -2.050], [-4.138, -2.608, -3.336], [-2.948, -2.830, -3.998], [-1.768, -2.491, -3.337], [1.494, -1.880, -2.256], [-3.033, -1.255, -0.407], [-5.115, -1.886, -1.562], [-5.068, -2.866, -3.824], [-2.932, -3.249, -4.995], [1.605, -2.256, 3.059], [2.130, -1.275, 1.588], [3.245, -2.073, 0.361], [2.318, 0.499, 1.847], [2.339, 0.964, 3.179], [2.683, 2.278, 3.444], [2.961, 3.144, 2.392], [2.905, 2.707, 1.066], [2.589, 1.393, 0.793], [2.559, -2.430, 3.580], [1.169, -3.234, 2.873], [0.953, -1.695, 3.728], [4.219, -1.967, 0.862], [3.324, -1.528, -0.581], [3.083, -3.132, 0.165], [2.124, 0.300, 4.006], [2.734, 2.626, 4.467], [3.238, 4.170, 2.602], [3.141, 3.392, 0.263], [2.596, 1.050, -0.236]]
}

---

It turns out version a is the most stable, with the second structure 67.2 kJ/mol higher.